10
Properties=species:S:1:pos:R:3:forces:R:3 method="wB97M-V/def2-TZVPD" relative_energy_kj_mol=628.6 orbital_gap_ev=10.23 smiles=NO[C@@H]1CO1 fmax_ev_per_a=3.80 e_homo_ha=-0.33627
N 1.752 0.053 0.558 -0.339 -0.058 0.080
O 0.446 -0.569 0.656 -0.152 2.868 0.468
C -0.676 0.531 0.283 0.905 -2.573 -0.129
C -1.357 -0.343 -0.684 2.235 0.187 1.473
O -0.544 0.951 -1.003 -0.254 -1.176 0.670
H 2.382 -0.743 0.644 -0.042 0.125 -0.072
H 1.788 0.374 -0.412 0.199 -0.158 0.066
H -0.990 1.139 1.121 0.322 0.091 -0.082
H -2.427 -0.199 -0.788 0.176 -0.318 -0.451
H -0.374 -1.194 -0.375 -3.050 1.013 -2.023

50
Properties=species:S:1:pos:R:3:forces:R:3 method="wB97M-V/def2-TZVPD" orbital_gap_ev=8.69 fmax_ev_per_a=1.37 e_homo_ha=-0.30637
C 6.334 -0.921 3.432 0.097 -0.178 0.118
O 5.730 0.120 2.704 -0.180 0.205 -0.238
C 5.063 -0.192 1.556 -0.063 0.069 -0.092
C 4.928 -1.472 1.032 0.196 0.053 0.315
C 4.225 -1.667 -0.145 -0.100 0.124 -0.093
C 3.638 -0.605 -0.816 0.021 -0.056 -0.001
C 2.882 -0.828 -2.104 0.133 -0.126 -0.077
C 1.991 -2.053 -2.041 0.050 0.281 -0.197
O 2.407 -3.175 -2.244 0.257 -0.208 -0.044
N 0.663 -1.866 -1.797 -0.485 -0.498 -0.008
C -0.071 -0.715 -1.492 -0.203 0.451 0.101
C 0.386 0.239 -0.587 -0.008 -0.173 -0.074
C -0.375 1.356 -0.311 -0.245 0.097 -0.158
C -1.626 1.531 -0.895 0.166 -0.387 -0.205
C -2.442 2.727 -0.624 -0.029 -0.158 0.130
C -1.757 4.053 -0.730 -0.104 0.059 -0.072
N -3.686 2.769 -0.353 -0.158 0.794 0.126
N -4.438 1.648 -0.124 -0.193 -0.230 -0.404
C -4.089 0.568 0.631 0.044 0.148 0.084
O -2.980 0.360 1.084 -0.332 -0.056 0.126
C -5.212 -0.356 0.864 0.443 -1.092 0.694
C -5.217 -1.559 1.522 0.223 0.858 -0.409
C -6.538 -2.052 1.457 -0.515 0.449 -0.372
C -7.237 -1.107 0.763 -0.242 -0.545 0.237
Br -9.031 -1.031 0.268 0.199 0.026 0.039
O -6.459 -0.079 0.396 -0.093 0.203 -0.155
C -2.091 0.560 -1.781 0.068 0.222 0.072
C -1.325 -0.547 -2.077 0.170 -0.065 0.031
C 3.783 0.675 -0.290 0.130 -0.110 0.040
C 4.485 0.882 0.878 0.124 -0.035 0.175
H 5.596 -1.653 3.775 0.033 0.020 -0.026
H 7.104 -1.430 2.843 -0.041 0.009 0.020
H 6.798 -0.446 4.295 -0.016 -0.083 -0.047
H 5.366 -2.326 1.525 0.053 -0.054 0.075
H 4.128 -2.665 -0.546 -0.015 -0.103 -0.037
H 2.301 0.058 -2.362 0.070 -0.009 -0.009
H 3.607 -1.022 -2.900 -0.182 -0.006 -0.022
H 0.113 -2.706 -1.941 0.212 0.060 0.054
H 1.325 0.090 -0.079 0.042 -0.029 0.055
H -0.011 2.074 0.407 0.057 0.095 0.077
H -1.201 4.116 -1.664 0.091 0.032 -0.044
H -1.051 4.169 0.090 0.110 0.044 0.048
H -2.491 4.851 -0.679 -0.014 0.045 0.033
H -5.425 1.832 -0.256 0.254 -0.099 0.103
H -4.371 -2.019 1.988 0.237 -0.034 0.081
H -6.923 -2.965 1.860 -0.134 -0.158 0.051
H -3.056 0.683 -2.253 -0.068 0.001 -0.003
H -1.695 -1.292 -2.767 0.000 -0.055 -0.105
H 3.346 1.520 -0.803 -0.072 0.078 -0.046
H 4.602 1.872 1.290 0.015 0.124 0.055

10
Properties=species:S:1:pos:R:3:forces:R:3 method="wB97M-V/def2-TZVPD" relative_energy_kj_mol=180.2 orbital_gap_ev=9.74 smiles="O=CNC=C(F)F" fmax_ev_per_a=8.93 e_homo_ha=-0.33355
O -2.895 0.413 -0.093 3.209 -1.315 0.762
C -1.790 -0.153 0.051 -1.523 6.519 -1.782
N -0.499 0.432 -0.052 -2.600 -8.407 1.526
C 0.591 -0.528 0.116 -0.457 2.365 -1.589
C 1.805 0.087 -0.072 -3.071 -1.658 1.432
F 1.742 1.408 0.068 0.975 0.494 -0.528
F 3.025 -0.353 -0.096 0.351 -0.334 -0.017
H -1.680 -1.150 0.082 -0.100 -3.998 0.536
H -0.306 1.313 -0.110 0.817 6.501 -0.383
H 0.007 -1.470 0.105 2.398 -0.167 0.042